14
Properties=species:S:1:pos:R:3:forces:R:3 method="wB97M-V/def2-TZVPD" spin_multiplicity=1 total_charge=0 total_energy_ha=-1065.63085 homo_lumo_gap_ev=8.9 e_above_lowest_ev=2.663
C 0.410544 -0.959795 0.008601 1.401 -1.303 0.282
C 1.763167 -0.766690 0.189519 -0.629 -0.436 -0.668
C 1.286750 -2.083999 0.373049 -0.428 1.359 0.781
C -2.261798 -1.696564 0.078779 3.199 2.055 0.547
C 2.695774 1.804418 0.032901 3.062 1.059 -0.928
O 1.485477 -3.202293 0.764454 -0.244 -0.390 -0.429
S -1.080997 -0.377105 -0.529486 -0.472 0.235 -0.061
S 3.224644 0.076043 -0.061109 0.329 0.273 0.178
H -1.851281 -2.584675 -0.256478 0.954 -2.032 0.052
H -3.041294 -1.531562 -0.552806 -2.947 0.711 -0.896
H -2.275748 -1.506341 1.134244 -0.851 -0.497 0.296
H 2.010157 1.982217 -0.766228 -0.940 0.287 -0.002
H 3.650155 2.479271 -0.284830 -2.097 -1.708 1.052
H 2.408464 2.008479 1.056896 -0.338 0.387 -0.203

9
Properties=species:S:1:pos:R:3:forces:R:3 method="wB97M-V/def2-TZVPD" spin_multiplicity=1 total_charge=0 total_energy_ha=-280.28059 homo_lumo_gap_ev=9.3 e_above_lowest_ev=2.726
C -0.922563 0.271162 -0.154202 0.302 -2.231 -0.069
C 1.032382 0.721159 -0.166128 2.600 3.075 4.066
C 0.954126 -0.732117 0.049623 2.905 0.674 -0.646
H -2.620592 -0.671384 -0.172270 0.804 -0.440 0.541
H 2.005543 1.157521 0.209680 -0.829 0.300 -1.464
H 1.945714 -1.246604 0.374119 -2.207 0.145 -0.801
N -2.104807 0.156040 0.105788 -3.647 2.240 -0.216
N -0.071266 1.424472 -0.051896 1.219 -3.597 -1.317
N -0.218537 -1.080249 -0.194717 -1.147 -0.166 -0.092

22
Properties=species:S:1:pos:R:3:forces:R:3 method="wB97M-V/def2-TZVPD" spin_multiplicity=1 total_charge=+1 total_energy_ha=-345.84805 homo_lumo_gap_ev=8.7 e_above_lowest_ev=2.657
N -1.086360 1.130111 0.804966 1.559 0.209 1.387
C 0.141900 0.522359 0.094768 1.424 -0.598 2.875
C 1.418338 1.348469 0.548527 -0.492 -2.730 -1.867
C 0.223395 -0.942626 0.640880 -0.427 0.566 -5.147
N 1.207125 -1.731204 0.011449 1.060 -1.141 -2.285
C 1.415350 -1.615776 -1.505762 2.576 1.807 2.254
H -1.999681 0.832965 0.336261 0.269 1.115 -0.084
H -0.652515 2.052558 0.948483 -1.829 0.794 -1.111
H -1.161635 0.948386 1.843798 0.229 -1.051 -1.324
H 0.009362 0.481484 -0.978427 -0.498 0.448 0.062
H 1.465659 1.210576 1.595879 0.245 0.351 1.310
H 2.280898 0.754448 0.135426 -0.695 0.831 0.320
H 1.481933 2.364769 0.218267 -0.099 0.581 -0.152
H -0.687106 -1.395670 0.317960 -1.460 -0.130 -0.267
H 0.202633 -1.117105 1.627843 0.494 0.201 3.928
H 2.050059 -1.910827 0.529947 0.073 0.186 -0.195
H 0.720374 -0.997300 -1.998275 -1.534 0.401 -0.231
H 1.572890 -2.468456 -2.139137 -0.157 -0.973 0.555
H 2.338833 -0.964230 -1.624121 -0.636 -0.912 -0.108
H -3.594934 1.015556 -1.085312 -0.619 0.400 -0.308
H -3.998914 0.185867 0.190101 -0.356 0.121 -0.380
O -3.347612 0.295652 -0.513525 0.876 -0.476 0.767

86
Properties=species:S:1:pos:R:3:forces:R:3 method="wB97M-V/def2-TZVPD" spin_multiplicity=4 total_charge=+1 total_energy_ha=-6283.95346 homo_lumo_gap_ev="4.6 / 5.0" e_above_lowest_ev=1.014 s2=3.76
V -0.473750 0.266919 0.031349 -0.076 -0.638 -0.182
C -1.676207 0.068019 2.751474 0.024 -0.013 -0.036
N -0.289651 0.036377 2.224773 -0.014 0.166 -0.076
C 0.355021 -1.209167 2.655379 0.034 -0.020 -0.056
C 0.397644 1.247289 2.685304 -0.027 -0.028 0.032
C 1.049316 1.296058 3.901650 0.021 0.019 0.017
C 1.519203 2.505844 4.402099 -0.013 -0.027 0.003
C 1.264943 3.662118 3.685138 0.011 0.040 -0.022
C 0.620211 3.625862 2.456406 0.132 -0.096 -0.001
C 0.218116 2.406219 1.887709 -0.220 0.119 -0.034
N -0.382643 2.182301 0.674061 -0.019 0.176 0.129
C -0.923778 3.100579 -0.206253 0.119 0.079 0.003
C -0.522013 4.426031 -0.422024 -0.069 -0.005 -0.023
C -1.161357 5.221163 -1.362337 0.012 0.010 0.007
C -2.203850 4.725692 -2.126205 -0.007 -0.014 -0.007
C -2.583519 3.399523 -1.963703 0.002 0.023 -0.004
C -1.944267 2.596010 -1.039502 -0.029 -0.026 -0.004
N -2.310409 1.184300 -0.867488 0.189 0.016 -0.095
C -2.438059 0.495403 -2.169161 -0.068 0.007 0.051
C -3.578474 1.072881 -0.122878 0.056 -0.011 0.056
H -1.666868 0.009866 3.844071 -0.009 -0.004 0.003
H -2.239280 -0.770955 2.341638 -0.003 -0.001 0.018
H -2.143891 1.001485 2.447538 0.007 0.006 0.029
H 0.272146 -1.360982 3.734686 -0.014 -0.006 0.002
H 1.413053 -1.176296 2.391432 0.003 0.009 -0.001
H -0.121867 -2.044577 2.144822 -0.007 -0.006 0.019
H 1.171277 0.397012 4.491774 0.001 0.001 -0.002
H 2.030602 2.542715 5.353964 0.002 -0.005 -0.005
H 1.572721 4.620839 4.084310 -0.006 -0.004 0.000
H 0.430056 4.554134 1.947646 -0.015 0.031 0.001
H 0.319077 4.830960 0.114663 0.019 0.014 0.006
H -0.829039 6.241985 -1.504039 0.002 -0.006 0.010
H -2.703865 5.351862 -2.852046 -0.005 -0.008 0.004
H -3.386979 2.999434 -2.568917 0.006 -0.002 -0.004
H -3.246129 0.915994 -2.772491 -0.022 -0.028 -0.007
H -2.656264 -0.557245 -1.988001 -0.006 0.030 -0.001
H -1.498433 0.575915 -2.715541 -0.014 0.003 -0.011
H -4.408451 1.471780 -0.714375 0.001 0.004 0.001
H -3.502579 1.643999 0.800113 -0.005 -0.002 -0.001
H -3.769299 0.024556 0.109667 -0.015 0.003 -0.005
C 7.010799 2.928623 -0.904469 -0.026 -0.007 0.015
C 6.143494 1.749486 -0.631186 0.166 0.006 0.009
C 6.622315 0.480228 -0.385265 -0.103 -0.003 -0.009
C 5.696858 -0.536158 -0.170955 0.213 -0.039 0.008
N 4.393938 -0.276268 -0.183857 -0.235 0.114 0.036
C 3.849387 0.978293 -0.396683 0.332 -0.115 0.005
S 2.273298 1.346851 -0.381155 -0.124 0.077 0.097
N 4.821206 1.948055 -0.630939 -0.209 0.035 -0.017
C 6.109479 -1.949002 0.071467 -0.007 0.002 -0.005
H 8.060239 2.653604 -0.866599 0.002 0.005 -0.004
H 6.820830 3.711465 -0.168189 0.006 0.000 -0.005
H 6.783093 3.332469 -1.892428 0.016 0.010 -0.001
H 7.680879 0.280938 -0.371081 0.002 -0.008 -0.008
H 4.443708 2.874070 -0.795104 0.020 0.009 -0.009
H 7.191496 -2.038376 0.082139 -0.002 -0.008 0.002
H 5.708291 -2.591138 -0.714412 0.002 -0.002 0.003
H 5.712753 -2.297118 1.025717 0.001 0.000 0.002
F -8.627790 -4.147201 -0.005272 0.003 -0.001 -0.002
C -7.330238 -3.871676 0.034315 0.022 0.010 -0.001
C -6.593148 -4.148910 1.173553 0.002 -0.005 0.011
F -7.183818 -4.692769 2.233111 -0.002 0.004 -0.012
C -5.241472 -3.856252 1.198142 -0.028 -0.021 0.035
F -4.550204 -4.127384 2.312071 0.005 0.010 -0.010
C -4.591842 -3.289870 0.115633 -0.019 0.042 -0.053
Se -2.733679 -2.880245 0.244596 0.061 -0.040 0.002
C -5.353282 -3.014471 -1.007950 -0.040 0.002 -0.007
F -4.787152 -2.450838 -2.084980 0.010 -0.001 0.004
C -6.705591 -3.300979 -1.062332 0.000 -0.012 0.009
F -7.406784 -3.027557 -2.159596 -0.002 0.001 0.004
N 2.688879 -2.416456 -0.092707 0.016 -0.015 0.058
C 2.221170 -2.689328 -1.467866 0.003 -0.018 -0.058
P 0.571892 -1.916526 -1.757808 0.008 0.139 -0.018
O 0.629871 -0.622249 -2.503080 -0.032 0.036 0.063
O -0.038232 -1.787509 -0.354414 -0.039 0.060 0.119
C -0.296458 -3.189650 -2.713585 0.077 -0.068 0.019
N -1.577545 -2.665925 -3.169946 0.014 -0.003 -0.001
H 1.860489 -2.259987 0.481609 -0.009 0.003 0.014
H 3.689545 -1.086997 -0.052289 -0.016 -0.056 -0.119
H 3.151366 -3.237163 0.283090 -0.010 -0.004 0.014
H 2.120663 -3.763332 -1.646994 0.005 0.007 -0.006
H 2.925786 -2.296447 -2.204874 -0.008 0.018 0.013
H -0.461818 -4.046120 -2.053460 -0.008 0.005 -0.007
H 0.382464 -3.515347 -3.514863 -0.039 0.000 -0.019
H -1.432740 -1.833034 -3.729717 0.003 0.002 -0.004
H -2.559453 -2.698582 -1.207632 0.007 0.019 0.022
H -2.065403 -3.345082 -3.740442 -0.018 0.007 -0.007